Record 1
Formula: C20H24N3O
Source: the OMol25 dataset
Level of theory: ωB97M-V with the def2-TZVPD basis set

frontier orbital gap: 5.0244 eV
SMILES string: COc1ccc(N2C=CN(C)[C@@H]2C(c2ccccc2)=[N+](C)C)cc1
relative energy (zero: lowest compared OMol25 entry of this formula, charge and spin): 32.0 kcal/mol
net charge: +1
highest occupied orbital energy: -9.5 eV

```
48
Properties=species:S:1:pos:R:3:forces:R:3:nbo_charge:R:1
C 5.9069 -1.8851 2.0368 -0.496 0.474 0.095 -0.2562
O 5.0619 -0.7102 2.0309 0.117 -0.196 -0.001 -0.4975
C 3.7244 -0.8365 1.8278 -0.555 -0.131 -0.087 0.2980
C 3.0112 0.3343 1.4647 0.662 -0.837 0.106 -0.2220
C 1.6658 0.2701 1.1302 -0.236 -0.586 0.278 -0.2858
C 0.9771 -0.9583 1.2291 0.244 0.002 0.098 0.2052
N -0.4064 -1.0666 0.9972 0.600 0.687 -1.502 -0.4189
C -1.1761 -2.1087 1.4651 -2.381 -0.385 0.636 -0.0819
C -2.4924 -1.7600 1.4126 2.085 -2.000 0.654 -0.0813
N -2.5868 -0.5219 0.8651 -0.998 1.765 -1.763 -0.4158
C -3.8128 0.2491 0.8419 0.195 -0.030 0.397 -0.4029
C -1.2786 0.0879 0.7709 0.609 -1.268 3.160 0.0519
C -1.1190 0.8915 -0.4402 -0.514 1.744 -1.839 0.4971
C -0.8106 0.3132 -1.7488 0.115 0.123 -0.932 -0.2080
C -0.0468 1.0811 -2.6678 -0.287 0.173 0.056 -0.1437
C 0.0163 0.7430 -4.0118 0.095 -0.282 0.087 -0.2185
C -0.5997 -0.4332 -4.4650 -0.056 0.106 0.412 -0.1392
C -1.2712 -1.2600 -3.5550 0.271 0.108 -0.026 -0.2308
C -1.3663 -0.9037 -2.2056 -0.142 0.214 0.122 -0.0733
N -1.4584 2.1858 -0.3519 0.690 -1.893 0.089 -0.3019
C -1.5118 2.8851 0.9497 -0.241 0.416 0.316 -0.4369
C -1.8106 3.0007 -1.5208 -0.087 0.534 -0.302 -0.4219
C 1.6820 -2.1131 1.6114 0.166 0.349 0.138 -0.2393
C 3.0291 -2.0579 1.9478 0.257 0.793 -0.387 -0.2660
H 6.9178 -1.4797 1.9910 -0.120 -0.190 0.032 0.2119
H 5.7754 -2.4644 2.9601 0.019 0.138 -0.186 0.1830
H 5.7139 -2.5229 1.1640 -0.021 0.187 0.151 0.1850
H 3.5585 1.2727 1.4524 -0.099 -0.138 -0.166 0.2319
H 1.1678 1.1798 0.7911 0.014 -0.178 0.202 0.1909
H -0.7713 -3.0332 1.8264 0.059 0.038 -0.043 0.2378
H -3.3454 -2.3493 1.7051 -0.045 0.093 -0.168 0.2404
H -3.7099 1.0815 0.1430 -0.174 -0.100 -0.019 0.1926
H -4.6465 -0.3876 0.5164 0.270 0.219 0.076 0.2315
H -4.0448 0.6590 1.8386 -0.087 -0.015 -0.156 0.1924
H -1.1262 0.7511 1.6381 0.132 0.256 0.159 0.1611
H 0.4659 1.9905 -2.3328 -0.205 -0.485 -0.092 0.2167
H 0.5370 1.4004 -4.7130 -0.076 -0.327 0.284 0.2381
H -0.5435 -0.6943 -5.5229 -0.086 0.026 0.339 0.2377
H -1.7320 -2.1862 -3.9085 0.158 0.343 0.208 0.2393
H -1.9389 -1.5304 -1.5199 0.165 0.188 -0.160 0.2331
H -1.8816 3.8956 0.7584 0.186 -0.212 0.061 0.2339
H -2.2178 2.4060 1.6425 0.329 0.190 -0.262 0.2369
H -0.5098 2.9571 1.4038 -0.442 -0.137 -0.183 0.2408
H -2.4707 3.7953 -1.1571 0.102 -0.233 -0.192 0.2283
H -0.9196 3.4720 -1.9630 -0.488 -0.136 0.151 0.2324
H -2.3446 2.3997 -2.2730 0.388 0.181 0.321 0.2461
H 1.1988 -3.0832 1.6606 -0.002 0.250 0.015 0.2167
H 3.5406 -2.9559 2.2844 -0.092 0.161 -0.176 0.2311
```
Positions in Å, forces in eV/Å.

Record 2
Formula: C20H24N4O2
Source: the OMol25 dataset
Level of theory: ωB97M-V with the def2-TZVPD basis set

frontier orbital gap: 5.6079 eV
relative energy (zero: lowest compared OMol25 entry of this formula, charge and spin): 0.0 kcal/mol
net charge: +2
highest occupied orbital energy: -13.3 eV

```
50
Properties=species:S:1:pos:R:3:forces:R:3:nbo_charge:R:1
C 0.6801 -5.2058 4.0525 -0.141 0.374 -0.616 -0.2247
C 1.2966 -4.1803 3.9525 0.010 0.162 0.443 -0.0284
C 1.9081 -2.8395 3.9298 -0.526 -0.425 -0.871 -0.4749
C 0.9265 -1.8505 3.2255 -0.143 0.069 1.010 -0.4227
C 0.6129 -0.5823 4.0570 1.189 -0.068 -0.483 -0.0714
O -0.7782 -0.4851 4.3622 -0.788 -0.781 -0.494 -0.5007
C -1.5139 -0.0358 3.3248 0.389 0.976 -0.230 0.9174
O -1.2182 0.9389 2.6998 0.213 -0.084 -0.465 -0.5524
N -2.7157 -0.7568 2.9791 -0.433 -0.375 1.345 -0.3719
N -2.3858 -1.9416 2.2524 0.433 -0.159 -0.367 -0.6692
C -3.5202 -1.0142 4.0709 0.228 0.059 -0.263 0.0869
C -4.2055 -1.3321 5.0007 -0.293 -0.192 -0.555 -0.2177
H 0.0167 -6.0279 3.9446 0.157 -0.307 0.298 0.2422
H 2.1167 -2.5261 4.9475 0.235 0.049 0.054 0.2448
H 2.8177 -2.8987 3.3364 0.331 0.103 0.347 0.2322
H 1.2993 -1.5711 2.2410 -0.030 -0.058 -0.094 0.1869
H -0.0133 -2.3825 3.1318 -0.080 0.038 -0.360 0.2326
H 1.1748 -0.6149 4.9838 -0.368 0.050 0.317 0.2083
H 0.9527 0.3002 3.5185 -0.245 0.197 0.095 0.1975
H -3.1404 -2.1424 1.6085 -0.238 0.183 0.138 0.3691
H -2.3281 -2.7275 2.8958 0.034 -0.025 0.065 0.3692
H -4.9960 -1.6647 5.6273 0.103 0.159 0.398 0.2558
C 0.2370 -3.0378 -0.7802 0.084 0.038 0.005 -0.4148
N 0.3271 -1.6814 -1.3764 -0.121 0.004 0.101 -0.2394
C 1.3258 -1.4103 -2.2335 0.006 0.103 -0.067 0.1116
C 1.4269 -0.1752 -2.8309 0.104 0.053 -0.034 -0.2105
C 0.4805 0.8086 -2.5492 -0.053 -0.234 0.088 0.0307
C -0.5305 0.5046 -1.6447 -0.059 0.128 -0.071 -0.1964
C -0.5857 -0.7475 -1.0706 -0.027 0.073 0.065 0.1128
C 0.5320 2.1426 -3.1995 -0.013 0.221 -0.068 0.0402
C -0.5507 2.6139 -3.9360 -0.057 -0.070 0.059 -0.2095
C -0.5021 3.8698 -4.5009 0.014 -0.077 0.058 0.1198
N 0.5781 4.6499 -4.3464 -0.075 0.038 -0.073 -0.2391
C 1.6447 4.2142 -3.6558 0.003 -0.081 0.053 0.1051
C 1.6486 2.9663 -3.0765 0.089 -0.071 0.025 -0.1962
C 0.6061 6.0173 -4.9236 0.052 -0.034 0.032 -0.4123
H 1.1660 -3.2463 -0.2554 -0.007 -0.038 0.005 0.2477
H 0.0837 -3.7535 -1.5841 -0.012 -0.035 0.036 0.2460
H -0.5906 -3.0649 -0.0785 -0.003 0.048 0.009 0.2520
H 2.0298 -2.2062 -2.4320 -0.026 -0.037 0.027 0.2559
H 2.2361 0.0027 -3.5259 0.000 -0.015 -0.003 0.2630
H -1.2772 1.2362 -1.3666 -0.008 -0.021 0.032 0.2672
H -1.3530 -1.0098 -0.3535 0.074 -0.091 0.064 0.2698
H -1.4363 2.0109 -4.0823 -0.009 0.016 -0.002 0.2650
H -1.3232 4.2701 -5.0774 0.025 0.055 -0.010 0.2561
H 2.4830 4.8917 -3.5733 -0.021 0.036 -0.020 0.2583
H 2.5188 2.6559 -2.5144 0.002 0.012 0.002 0.2637
H 1.4648 6.0977 -5.5848 0.000 0.030 0.002 0.2495
H 0.6808 6.7319 -4.1079 0.013 0.028 -0.025 0.2503
H -0.3076 6.1890 -5.4820 -0.011 -0.027 -0.002 0.2446
```
Positions in Å, forces in eV/Å.

Record 3
Formula: C20H24N4O2S
Source: the OMol25 dataset
Level of theory: ωB97M-V with the def2-TZVPD basis set

frontier orbital gap: 8.1611 eV
SMILES string: CCN(CC)C(=O)CSc1nnc(-c2cc3ccccc3cc2O)n1CC
relative energy (zero: lowest compared OMol25 entry of this formula, charge and spin): 8.0 kcal/mol
highest occupied orbital energy: -7.9 eV

```
51
Properties=species:S:1:pos:R:3:forces:R:3:nbo_charge:R:1
C -3.1670 -3.3058 -0.8678 0.118 0.179 0.110 -0.6143
C -2.3900 -2.1225 -0.3061 0.250 -0.196 -0.184 -0.2239
N -3.1666 -0.8937 -0.2657 0.004 -0.250 -0.068 -0.4342
C -4.2561 -0.8264 0.6891 -0.424 0.137 -0.049 -0.2204
C -5.6282 -1.0636 0.0576 0.197 -0.018 0.160 -0.6144
C -2.7310 0.1521 -0.9879 -0.318 0.111 -0.186 0.6784
O -1.7615 0.0982 -1.7295 0.217 0.180 -0.238 -0.6516
C -3.4601 1.4771 -0.8346 0.178 0.273 0.048 -0.6014
S -2.7786 2.3910 0.6195 -0.016 -0.174 0.026 0.2487
C -1.4352 1.3371 1.0085 -0.229 0.645 -0.002 0.1489
N -1.5001 0.3157 1.8127 -0.717 0.211 0.183 -0.2659
N -0.2992 -0.2626 1.8085 0.741 -0.345 0.053 -0.3414
C 0.5038 0.4179 1.0118 -0.299 0.318 -0.086 0.3342
C 1.8732 0.0174 0.7500 0.403 0.095 -0.129 -0.1077
C 2.8613 0.9166 0.4173 -0.168 -0.240 0.123 -0.1772
C 4.1668 0.5004 0.1061 0.079 -0.260 -0.024 -0.0254
C 5.1819 1.4176 -0.2392 0.228 0.028 -0.066 -0.1819
C 6.4373 0.9801 -0.5535 -0.125 0.332 0.013 -0.2342
C 6.7330 -0.3931 -0.5344 -0.074 -0.305 0.042 -0.2016
C 5.7727 -1.3054 -0.1991 0.256 0.032 -0.078 -0.1899
C 4.4662 -0.8875 0.1323 -0.238 0.328 0.054 -0.0351
C 3.4630 -1.7927 0.5144 -0.357 -0.018 0.124 -0.2651
C 2.1965 -1.3722 0.8481 0.415 -0.072 -0.130 0.3433
O 1.2995 -2.2882 1.2482 -0.033 -0.164 -0.068 -0.6805
N -0.1857 1.4622 0.4687 -0.060 -0.730 0.624 -0.3482
C 0.1875 2.4137 -0.5449 0.174 0.551 -0.417 -0.2177
C 0.4745 3.7871 0.0531 0.036 -0.221 -0.068 -0.6161
H -3.9777 -3.5983 -0.2053 -0.123 -0.083 0.023 0.1979
H -2.4943 -4.1523 -0.9763 0.025 -0.133 -0.002 0.2201
H -3.5754 -3.0609 -1.8454 -0.060 -0.009 -0.095 0.2107
H -2.0437 -2.3447 0.7087 0.016 0.058 -0.048 0.1980
H -1.5212 -1.9238 -0.9373 -0.099 -0.049 0.204 0.2441
H -4.2371 0.1372 1.2030 0.056 -0.117 0.038 0.2182
H -4.0673 -1.5908 1.4450 0.051 0.113 0.020 0.2147
H -5.8317 -0.3471 -0.7346 -0.039 0.067 -0.066 0.1990
H -6.3966 -0.9623 0.8197 -0.149 0.002 0.049 0.2144
H -5.6934 -2.0600 -0.3692 -0.038 -0.089 -0.062 0.2114
H -3.2601 2.0850 -1.7172 -0.049 -0.231 0.032 0.2459
H -4.5307 1.3900 -0.6797 -0.032 -0.047 0.022 0.2340
H 2.6607 1.9770 0.4223 -0.087 0.112 -0.031 0.2027
H 4.9470 2.4728 -0.2537 -0.006 0.106 -0.005 0.2048
H 7.2109 1.6854 -0.8189 0.032 0.077 -0.015 0.2133
H 7.7309 -0.7209 -0.7868 0.062 -0.065 -0.013 0.2135
H 5.9982 -2.3617 -0.1803 0.042 -0.102 -0.001 0.2107
H 3.6845 -2.8470 0.5738 0.008 -0.141 0.017 0.2227
H 0.4979 -1.8308 1.5844 0.066 0.038 0.076 0.5098
H 1.0546 2.0167 -1.0763 -0.169 0.013 0.023 0.2284
H -0.6416 2.4806 -1.2548 0.167 -0.127 0.061 0.2327
H -0.4168 4.1801 0.5376 -0.024 0.042 0.009 0.2214
H 0.7744 4.4718 -0.7352 0.035 0.111 -0.058 0.2201
H 1.2706 3.7335 0.7932 0.075 0.027 0.053 0.2061
```
Positions in Å, forces in eV/Å.

Record 4
Formula: C20H24N5O2PS4W
Source: the OMol25 dataset
Level of theory: ωB97M-V with the def2-TZVPD basis set

frontier orbital gap (spin up / spin down): 5.6343 / 5.7691 eV
relative energy (zero: lowest compared OMol25 entry of this formula, charge and spin): 0.0 kcal/mol
spin multiplicity: 2
net charge: +1
expectation value of S²: 0.824
highest occupied orbital energy (spin up / spin down): -10.0 / -10.0 eV

```
57
Properties=species:S:1:pos:R:3:forces:R:3:mulliken_charge:R:1
W -0.1905 -0.7128 -1.4702 0.013 1.032 0.206 -0.0031
S 1.7727 -0.4943 -2.8352 0.162 -0.216 -0.177 -0.5003
C 1.5746 0.6686 -1.5295 -0.444 0.232 0.254 0.2311
N 2.4330 0.8385 -0.5279 -0.143 -0.141 -0.031 -0.4786
N 3.5454 0.2122 -0.5679 0.238 0.065 0.245 0.3908
C 4.4849 0.2802 0.4933 -0.216 -0.096 -0.405 0.6933
C 5.6541 -0.4514 0.3399 0.092 0.021 0.123 -0.5751
C 6.6089 -0.4128 1.3435 -0.044 0.004 -0.034 -0.5367
C 6.3886 0.3518 2.4806 -0.011 -0.004 -0.021 -0.5536
C 5.2102 1.0761 2.6116 -0.035 0.032 0.022 -0.5143
C 4.2417 1.0473 1.6208 0.121 0.008 0.150 -0.3138
N 0.3191 1.3449 -1.3010 0.177 -0.635 -0.337 0.1115
N -0.5899 1.0182 -2.2787 -0.085 0.004 0.059 0.3968
C -1.6632 1.9052 -2.5182 0.257 -0.278 0.080 0.2976
C -2.7399 1.4313 -3.2564 -0.112 0.106 -0.027 -0.3255
C -3.8057 2.2767 -3.5163 0.056 -0.044 0.013 -0.7290
C -3.7851 3.5860 -3.0536 -0.025 0.012 -0.002 -0.4798
C -2.6911 4.0522 -2.3376 0.050 -0.019 0.016 -0.7261
C -1.6172 3.2171 -2.0666 -0.151 0.074 -0.029 -0.1345
H 3.7389 -0.4019 -1.3604 -0.021 -0.021 -0.017 0.2194
H 5.8193 -1.0405 -0.5540 -0.008 -0.001 -0.015 0.3535
H 7.5237 -0.9781 1.2307 0.010 0.004 0.018 0.3727
H 7.1337 0.3858 3.2630 0.005 0.000 0.007 0.3886
H 5.0395 1.6740 3.4967 0.015 -0.005 0.007 0.3709
H 3.3243 1.6086 1.7188 -0.018 -0.012 -0.039 0.4616
H -2.7345 0.4142 -3.6258 0.011 -0.003 -0.001 0.4346
H -4.6486 1.9137 -4.0887 -0.012 0.011 0.000 0.3919
H -4.6153 4.2464 -3.2638 0.000 0.005 -0.002 0.4134
H -2.6660 5.0782 -1.9949 -0.007 0.002 0.001 0.4073
H -0.7547 3.5712 -1.5213 0.017 -0.010 -0.005 0.5274
C -2.6448 -2.8502 3.6893 0.000 -0.044 0.061 -1.1827
C -3.0236 -2.5690 2.2603 0.037 0.064 -0.063 -0.1692
O -2.9078 -1.1322 2.0212 -0.102 -0.034 0.012 -0.3659
P -2.0527 -0.5715 0.8316 -0.037 -0.055 0.085 0.9033
S -2.6086 -1.1683 -0.9904 -0.049 0.063 -0.192 -0.4250
S -0.1081 -1.0696 0.9831 0.286 -0.010 0.025 -0.4429
O -2.2596 0.9743 0.9096 -0.153 0.026 0.100 -0.0753
C -1.9621 1.7324 2.1233 0.044 -0.055 -0.045 -0.2304
C -1.7822 3.1700 1.7200 0.026 0.084 0.032 -1.1500
H -2.7779 -3.9109 3.9044 -0.006 -0.001 -0.021 0.3987
H -3.2736 -2.2835 4.3744 -0.003 0.011 -0.011 0.3144
H -1.6022 -2.5916 3.8729 0.004 0.013 -0.010 0.2599
H -4.0577 -2.8241 2.0381 -0.003 -0.009 0.038 0.3114
H -2.3769 -3.0957 1.5545 -0.002 -0.013 0.027 0.2949
H -1.0524 1.3233 2.5688 -0.002 0.004 -0.004 0.3730
H -2.7958 1.5839 2.8079 0.004 0.024 0.003 0.2881
H -0.9529 3.2672 1.0203 0.006 -0.024 0.000 0.1817
H -1.5631 3.7696 2.6042 -0.009 -0.007 0.004 0.4405
H -2.6846 3.5614 1.2525 -0.015 -0.028 -0.009 0.2931
S -0.2836 -5.0953 -3.0103 -0.018 -0.173 -0.045 -0.0721
C 0.2470 -5.1527 -1.3908 0.043 0.001 0.094 -0.2450
C 0.3062 -3.9044 -0.8714 -0.047 0.067 -0.008 -0.6871
N -0.0696 -2.9136 -1.7520 0.089 -0.157 -0.105 0.2157
C -0.4003 -3.4219 -2.9187 0.006 0.159 -0.033 -0.0771
H 0.4883 -6.0828 -0.9051 0.003 -0.004 0.001 0.4285
H 0.5975 -3.6346 0.1303 0.006 -0.031 0.001 0.4412
H -0.7100 -2.8167 -3.7586 0.000 0.002 0.006 0.3862
```
Positions in Å, forces in eV/Å.

relative energy (zero: lowest compared OMol25 entry of this formula, charge and spin) of number 4 (C20H24N5O2PS4W)? 0.0 kcal/mol

The highest relative energy (zero: lowest compared OMol25 entry of this formula, charge and spin) belongs to which entry? C20H24N3O